50
Properties=species:S:1:pos:R:3:lowdin_charge:R:1 method="wB97M-V/def2-TZVPD" charge=+2 homo_ev=-13.769 e_above_lowest_kcal_mol=0.0 total_energy_ha=-6382.15318 lumo_energy_ev=-6.18
La -0.3003 0.9283 -0.8290 1.964
O 5.5178 4.6077 -0.9273 0.148
C 4.5177 3.7413 -0.9569 -0.280
C 4.6820 2.3525 -0.9926 0.039
C 3.5617 1.5591 -1.0166 -0.113
N 2.3022 2.0364 -1.0077 -0.116
C 2.1936 3.3592 -0.9772 -0.709
Br 0.3991 4.0461 -1.0047 0.786
C 3.2193 4.2669 -0.9470 -0.005
H 6.3819 4.1776 -0.9437 0.144
H 5.6656 1.9031 -1.0046 0.135
H 3.6630 0.4814 -1.0486 0.111
H 3.0611 5.3346 -0.9260 0.135
C -5.0465 1.3187 -1.0054 -0.061
C -5.4703 0.0016 -0.9930 -0.043
C -4.5362 -1.0250 -0.9711 -0.016
C -3.1756 -0.7293 -0.9641 -0.225
C -2.7033 0.6078 -0.9861 -0.310
C -3.6852 1.6013 -0.9988 -0.148
C -2.1755 -1.8292 -0.9399 -0.200
C -2.5371 -3.2002 -0.9337 0.031
C -1.5742 -4.1606 -0.9062 0.048
C -0.2035 -3.8043 -0.8821 -0.138
C 0.8410 -4.7536 -0.8521 0.010
C 2.1466 -4.3475 -0.8320 -0.040
C 2.4548 -2.9756 -0.8433 -0.048
C 1.4569 -2.0356 -0.8727 -0.065
C 0.1020 -2.4321 -0.8940 -0.228
N -0.8889 -1.4778 -0.9234 -0.058
H -5.7751 2.1181 -1.0243 0.116
H -6.5255 -0.2340 -1.0023 0.119
H -4.9047 -2.0399 -0.9604 0.107
H -3.4012 2.6529 -1.0184 0.086
H -3.5762 -3.4837 -0.9529 0.113
H -1.8463 -5.2087 -0.9033 0.138
H 0.5911 -5.8064 -0.8471 0.131
H 2.9449 -5.0756 -0.8112 0.121
H 3.4915 -2.6672 -0.8317 0.116
H 1.7576 -0.9835 -0.8944 0.051
Br 0.8386 -1.5912 4.5688 0.852
C 0.2046 -0.0396 3.7396 -0.665
C -0.2850 1.0314 4.4768 -0.053
C -0.7451 2.1534 3.8068 -0.009
C -0.7030 2.1755 2.4250 -0.121
N -0.2291 1.1431 1.7147 -0.122
C 0.2133 0.0566 2.3586 -0.185
H -0.3071 0.9836 5.5572 0.127
H -1.1359 3.0010 4.3510 0.129
H -1.0584 3.0335 1.8678 0.105
H 0.5810 -0.7723 1.7594 0.096



20
Properties=species:S:1:pos:R:3:lowdin_charge:R:1 method="wB97M-V/def2-TZVPD" charge=-1 homo_ev=-2.407 e_above_lowest_kcal_mol=61.8 total_energy_ha=-725.85614 lumo_energy_ev=3.00
C -2.4221 -0.1539 0.6611 -0.153
N -1.1511 0.4908 0.3966 -0.101
C -0.2192 -0.3849 -0.3075 -0.395
C -0.5582 -0.7244 -1.7933 -0.532
O -0.0840 -1.9087 -2.1848 -0.343
C 1.2275 0.1326 -0.3253 -0.253
C 1.7316 0.5445 1.0764 -0.598
S 3.0808 1.7335 0.9884 0.663
H -2.8638 -0.5892 -0.2222 0.053
H -3.0846 0.5449 1.1819 0.065
H -2.2788 -0.9294 1.4216 0.074
H -1.2375 1.3198 -0.1822 0.105
H -0.1609 -1.3832 0.1393 0.133
H -0.1788 0.1572 -2.3842 0.083
H -1.6818 -0.6751 -1.8450 0.070
H 1.7717 -0.7426 -0.6752 0.109
H 1.2881 0.9669 -1.0204 0.086
H 2.0411 -0.3561 1.5966 0.063
H 0.8394 0.8097 1.6523 0.053
H 3.9406 1.1476 1.8258 -0.182



54
Properties=species:S:1:pos:R:3:lowdin_charge:R:1 method="wB97M-V/def2-TZVPD" homo_ev=-10.190 e_above_lowest_kcal_mol=73.0 total_energy_ha=-967.19621 lumo_energy_ev=0.26
C -3.7558 1.9257 -4.4606 -0.084
C -4.4078 2.5514 -5.7174 -0.331
O -3.7524 3.7100 -6.1517 -0.080
H -2.6975 1.6750 -4.5327 0.066
H -4.3122 1.0998 -4.0174 0.070
H -3.7062 2.7766 -3.7812 0.064
H -5.4188 2.8970 -5.5017 0.109
H -4.3643 1.8472 -6.5483 0.106
H -3.3852 3.4788 -7.0080 0.080
C -2.2755 -5.5187 -0.4645 -0.103
C -1.6091 -5.5323 0.8360 -0.351
O -0.5394 -6.4531 0.8733 -0.091
H -1.5462 -5.6548 -1.2631 0.080
H -2.7899 -4.5873 -0.7009 0.078
H -2.9406 -6.3717 -0.5989 0.077
H -2.2101 -5.9610 1.6380 0.114
H -1.1183 -4.5957 1.1007 0.118
H -0.9596 -7.3139 0.8090 0.077
C 5.0215 2.4756 1.7697 -0.079
C 4.8408 3.5967 0.7511 -0.332
O 5.6258 3.2814 -0.3777 -0.087
H 4.6639 1.5243 1.3757 0.070
H 4.4741 2.6847 2.6889 0.069
H 6.0815 2.3851 2.0070 0.075
H 5.1384 4.5920 1.0812 0.104
H 3.7961 3.7632 0.4884 0.103
H 5.2335 3.5095 -1.2237 0.081
C 4.3059 -2.7823 -2.3501 -0.087
C 5.0858 -1.5009 -2.6922 -0.312
O 5.8492 -1.0890 -1.5425 -0.085
H 3.6532 -2.5475 -1.5093 0.075
H 4.9693 -3.6450 -2.2883 0.072
H 3.6207 -2.9633 -3.1783 0.066
H 4.2809 -0.7764 -2.8159 0.096
H 5.6057 -1.4668 -3.6496 0.105
H 5.7051 -0.1469 -1.4272 0.067
C 0.0955 3.3801 6.0839 -0.134
O 1.4020 3.4757 6.7427 -0.136
H -0.6885 3.4616 6.8368 0.064
H -0.2203 4.2181 5.4626 0.069
H -0.0041 2.4187 5.5799 0.073
H 1.9324 2.6758 6.7231 0.064
C -5.8877 -0.9303 2.7330 -0.176
O -6.4271 -2.1705 3.1306 -0.120
H -5.1473 -1.1285 1.9581 0.078
H -6.6313 -0.2321 2.3487 0.073
H -5.3167 -0.3926 3.4899 0.069
H -7.1452 -2.2107 3.7665 0.076
C -0.0841 0.8781 0.7295 -0.187
O -1.3881 1.1701 0.3524 -0.117
H 0.3243 1.8544 0.9906 0.074
H 0.0669 0.2639 1.6173 0.078
H 0.5135 0.4076 -0.0512 0.072
H -1.5563 1.9934 -0.1117 0.080



13
Properties=species:S:1:pos:R:3:lowdin_charge:R:1 method="wB97M-V/def2-TZVPD" homo_ev=-8.872 e_above_lowest_kcal_mol=6.3 total_energy_ha=-1275.53684 lumo_energy_ev=0.44
C -0.0315 2.1968 -1.4351 -0.473
S -1.0531 0.7713 -1.9002 0.338
S -2.8114 1.1687 -0.8922 0.297
H 0.6637 1.9211 -0.6554 0.015
H 0.5593 2.4955 -2.2947 0.026
H -0.6687 2.9916 -1.0623 0.018
H -2.4356 0.9033 0.3721 -0.201
C 1.1124 -2.4313 1.6569 -0.469
S 1.1744 -1.5221 0.0723 0.609
H 2.1237 -2.4890 2.0406 0.016
H 0.7368 -3.4228 1.4626 0.011
H 0.4112 -1.9627 2.3326 0.025
H 0.2188 -0.6205 0.3030 -0.212



101
Properties=species:S:1:pos:R:3:lowdin_spin:R:1 method="wB97M-V/def2-TZVPD" spin_multiplicity=2 s_squared=1.084 homo_ev="-5.502 / -5.577" e_above_lowest_kcal_mol=16.7 total_energy_ha=-4999.81531 lumo_energy_ev="0.27 / 0.32"
Ru 0.3251 1.3977 -0.1067 1.082
N 0.2285 4.0641 -2.1424 0.009
C -0.7575 4.1032 -1.1622 0.013
C -1.9351 4.8101 -1.4539 0.004
C -2.9258 4.8535 -0.5052 0.004
C -2.7287 4.2272 0.7253 0.003
C -1.5352 3.5773 0.9290 0.012
N -0.5699 3.4881 -0.0036 0.032
C 1.5092 3.5113 -2.1375 0.010
C 2.3604 3.8495 -3.1991 0.002
C 3.6340 3.3369 -3.2087 0.001
C 4.0486 2.5142 -2.1629 0.001
C 3.1441 2.2371 -1.1646 0.006
N 1.8855 2.7037 -1.1570 0.041
H 0.0205 4.6138 -2.9582 0.000
H -2.0494 5.3116 -2.4065 0.000
H -3.8458 5.3851 -0.7122 0.000
H -3.4810 4.2456 1.5001 0.000
H -1.2952 3.1084 1.8745 0.005
H 2.0178 4.5141 -3.9820 0.001
H 4.3165 3.6018 -4.0060 0.000
H 5.0471 2.1036 -2.1245 0.000
H 3.4089 1.6393 -0.3027 0.001
C 0.9915 0.6588 1.4032 -0.301
Ge 1.5450 -0.5531 2.7982 -0.024
C 3.2673 -1.2834 2.1951 -0.007
C 3.4258 -2.6082 1.7927 -0.001
C 4.6294 -3.0538 1.2565 0.000
C 5.6936 -2.1762 1.1134 0.000
C 5.5540 -0.8514 1.5117 0.000
C 4.3499 -0.4121 2.0453 -0.003
C 0.3380 -2.0661 3.0305 -0.004
C -0.0998 -2.4805 4.2869 0.001
C -0.9800 -3.5482 4.4181 0.000
C -1.4289 -4.2226 3.2914 0.001
C -1.0096 -3.8152 2.0315 0.000
C -0.1422 -2.7389 1.9043 -0.001
C 1.8684 0.2771 4.5313 0.004
C 2.5757 -0.4140 5.5168 0.002
C 2.8360 0.1714 6.7479 0.000
C 2.3984 1.4640 7.0077 0.000
C 1.6988 2.1653 6.0367 0.000
C 1.4366 1.5733 4.8066 -0.003
H 2.5999 -3.3034 1.8973 0.000
H 4.7348 -4.0868 0.9483 0.000
H 6.6308 -2.5219 0.6955 0.000
H 6.3840 -0.1629 1.4058 0.000
H 4.2501 0.6249 2.3520 -0.001
H 0.2391 -1.9602 5.1752 0.000
H -1.3165 -3.8535 5.4012 0.000
H -2.1072 -5.0604 3.3936 0.000
H -1.3694 -4.3329 1.1499 0.000
H 0.1500 -2.3987 0.9142 0.000
H 2.9332 -1.4194 5.3188 0.000
H 3.3851 -0.3762 7.5038 0.000
H 2.6088 1.9250 7.9646 0.000
H 1.3603 3.1747 6.2356 0.000
H 0.8942 2.1259 4.0468 -0.003
O 2.3373 -0.8400 -1.0940 0.007
H 2.1676 -0.6295 -0.1572 -0.001
H 3.2885 -0.7693 -1.2352 0.000
C -3.1886 2.2515 -3.5967 0.002
Si -2.6498 0.4592 -3.6549 0.025
C -4.1632 -0.6514 -3.7363 0.005
C -1.7151 0.2603 -5.2676 0.004
Sb -1.1389 -0.1028 -1.6390 0.049
Si -0.2152 -2.3073 -2.5819 -0.002
C -1.5965 -3.2483 -3.4372 0.000
C 0.5558 -3.5344 -1.4177 0.000
C 1.0219 -1.7813 -3.8766 0.000
Si -3.1693 -0.4529 -0.0267 0.007
C -2.6390 -0.2458 1.7501 0.006
C -4.3266 0.9690 -0.4184 0.000
C -4.0737 -2.0758 -0.2302 0.001
H -3.6201 2.5380 -4.5606 0.000
H -2.3352 2.9030 -3.3991 0.000
H -3.9321 2.4370 -2.8218 0.000
H -4.4585 -0.8154 -4.7765 0.001
H -5.0122 -0.2084 -3.2138 0.000
H -3.9692 -1.6250 -3.2892 0.000
H -2.3276 0.6430 -6.0895 0.001
H -1.4834 -0.7831 -5.4826 0.000
H -0.7741 0.8156 -5.2579 0.000
H -2.3531 -3.5809 -2.7217 0.000
H -1.1780 -4.1380 -3.9183 0.000
H -2.0998 -2.6610 -4.2058 0.000
H -0.1919 -3.9948 -0.7668 0.000
H 1.3374 -3.0956 -0.7980 0.000
H 0.9982 -4.3285 -2.0269 0.000
H 0.5276 -1.3183 -4.7304 0.000
H 1.5823 -2.6480 -4.2394 0.000
H 1.7275 -1.0604 -3.4621 0.000
H -1.6507 0.2164 1.8076 0.007
H -2.5811 -1.2044 2.2676 0.000
H -3.3506 0.3913 2.2831 0.000
H -3.7661 1.8864 -0.6071 0.000
H -4.9847 1.1497 0.4365 0.000
H -4.9524 0.7636 -1.2875 0.000
H -3.3904 -2.9227 -0.1324 0.000
H -4.5697 -2.1458 -1.1988 0.000
H -4.8354 -2.1728 0.5494 0.000



20
Properties=species:S:1:pos:R:3:lowdin_charge:R:1 method="wB97M-V/def2-TZVPD" homo_ev=-7.694 e_above_lowest_kcal_mol=82.6 total_energy_ha=-328.18719 lumo_energy_ev=0.55
C 1.3181 1.6059 -1.3162 -0.093
C 0.9379 0.1252 -0.8271 -0.270
C -0.5291 -0.2153 -1.0136 -0.274
C -1.0331 -1.5210 -0.3002 -0.086
C -0.6300 -1.5066 0.9756 -0.245
N -0.7521 -2.5541 1.9064 0.015
H 0.6117 2.4602 -0.9914 0.079
H 1.3403 1.6804 -2.4318 0.078
H 2.1869 1.7757 -0.8832 -0.005
H 1.6769 -0.6475 -1.2109 0.121
H 1.0873 0.0837 0.2819 0.066
H -1.1442 0.6870 -0.5521 0.112
H -0.8599 -0.1134 -2.0943 0.109
H -1.6514 -2.1075 -0.9678 0.090
H 0.0317 -0.7642 1.5416 0.128
H -1.1678 -3.3915 1.7233 0.029
H 0.1700 -2.6103 2.4251 0.108
O -0.3629 2.0613 0.9710 -0.126
H -0.2537 2.9628 0.8381 -0.022
H -0.9766 1.9891 1.9257 0.186